The following is a DFT calculation (ωB97M-V/def2-TZVPD) of C3H7NS as an isolated structure in a non-equilibrium geometry.

Summary:
Energy relative to the best compared isomer or geometry (same formula, charge and spin): 415.9 kJ/mol
Charge: 0
Gap between HOMO and LUMO: 9.81 eV
LUMO level: 0.027 Eh
Total energy: -15545.335 eV

Positions of all 12 atoms, in Å:
C1 0.7989 1.0079 0.0694
C2 -0.7395 0.6000 -0.1217
C3 -0.9382 -0.9560 -0.3862
H1 1.6846 -0.8228 -1.0469
H2 1.1761 1.3095 1.3694
H3 1.2720 1.7305 -0.7088
H4 -1.3200 1.4679 -0.6815
H5 -1.8055 -1.3818 -0.9276
H6 0.1647 -1.4246 -0.5361
H7 -0.7780 -0.6954 1.6679
N1 -1.3115 -0.2957 1.0038
S1 1.7963 -0.5395 0.2984

***

The following is a DFT calculation (ωB97M-V/def2-TZVPD) of a 2-piece molecular cluster, CH2BrNO3 overall in a non-equilibrium geometry.

Summary:
Energy relative to the best compared isomer or geometry (same formula, charge and spin): 197.9 kJ/mol
Charge: 0
Gap between HOMO and LUMO (spin up / spin down): 10.28 / 5.05 eV
LUMO level (spin up / spin down): -0.033 / -0.141 Eh
Total energy: -78739.197 eV

Positions of all 8 atoms, in Å:
C1 -0.2744 0.9434 0.0830
N1 -0.5704 -0.4271 -0.0586
O1 -1.1661 -0.9558 0.8627
O2 -0.4658 -0.9434 -1.2551
O3 0.5543 1.4219 -0.6838
Br1 2.4806 -0.8185 1.7444
H1 -0.7867 1.2385 1.0051
H2 0.2286 -0.4590 -1.6977

***

The following is a DFT calculation (ωB97M-V/def2-TZVPD) of C23H34BF3N6O2S3Tl as an isolated structure in a non-equilibrium geometry.

Summary:
Charge: -1
Gap between HOMO and LUMO: 6.85 eV
LUMO level: 0.093 Eh
Total energy: -83472.739 eV

Positions of all 73 atoms, in Å:
Tl1 10.4487 10.7863 10.4012
C1 15.1962 9.3454 14.2101
C2 14.4566 8.8830 12.9734
C3 14.1961 10.2322 12.1449
C4 15.2700 7.9686 12.1075
N1 13.1651 8.2735 13.3702
C5 12.9106 7.8305 14.6629
C6 11.7023 7.2010 14.6446
N2 11.1534 7.3824 13.3813
B1 9.6499 7.0339 13.2938
N3 8.7395 8.1363 13.7860
C7 7.4080 7.7929 14.1018
C8 6.7514 8.8986 14.3482
N4 7.5855 9.9736 14.2089
C9 8.8470 9.4690 13.7727
S1 10.2314 10.4120 13.3833
C10 7.1434 11.4545 14.1444
C11 8.0894 12.2863 15.0242
C12 5.7334 11.5984 14.5999
C13 7.1179 11.6728 12.6184
N5 9.1678 6.4196 11.9786
C14 9.6561 5.1927 11.6439
C15 9.5408 5.0219 10.3221
N6 8.8881 6.0973 9.7676
C16 8.7225 7.0620 10.8223
S2 7.9848 8.5491 10.6342
C17 8.6953 6.3755 8.3065
C18 7.2228 6.6514 7.9813
C19 9.0854 5.1852 7.4400
C20 9.6322 7.5695 7.7698
C21 12.1108 7.9708 12.5993
S3 11.9198 8.2141 10.9442
H1 16.1846 9.7835 13.9405
H2 15.5850 8.4551 14.6741
H3 14.5645 10.0597 14.8245
H4 15.1064 10.8195 12.3437
H5 13.3475 10.6889 12.5702
H6 13.9618 10.0070 11.0827
H7 16.1260 8.4766 11.6276
H8 14.6769 7.5715 11.3395
H9 15.6623 7.2370 12.7956
H10 13.6794 7.9519 15.4388
H11 11.1332 6.7166 15.3581
H12 9.4376 6.1576 14.0558
H13 7.0392 6.8106 14.0788
H14 5.7078 9.0400 14.6571
H15 8.1124 11.9041 16.0381
H16 7.8173 13.3955 14.9018
H17 9.0853 12.0997 14.5163
H18 5.6770 11.1003 15.5444
H19 4.9462 11.2903 13.9100
H20 5.4923 12.6993 14.7165
H21 8.1545 11.8235 12.2314
H22 6.5854 12.6368 12.2836
H23 6.5900 10.8586 12.1794
H24 10.0988 4.5616 12.4056
H25 9.9494 4.2688 9.6586
H26 6.7398 5.7124 7.7429
H27 7.1260 7.1735 7.0535
H28 6.6674 7.0426 8.7662
H29 8.6182 4.2216 7.7648
H30 10.1733 5.0083 7.4825
H31 8.8183 5.3682 6.4010
H32 9.4704 8.4876 8.3567
H33 9.2852 7.6959 6.7209
H34 10.6785 7.3297 7.7814
F1 15.2033 13.8746 10.1987
C22 14.4983 12.9535 9.5585
F2 14.3402 13.4897 8.3197
F3 15.3160 11.8698 9.3418
C23 13.1995 12.4351 10.2209
O1 12.6667 13.1330 11.0450
O2 12.7349 11.4455 9.5695

***

The following is a DFT calculation (ωB97M-V/def2-TZVPD) of a 3-piece molecular cluster, C2H10NO3 overall in a non-equilibrium geometry.

Summary:
Energy relative to the best compared isomer or geometry (same formula, charge and spin): 35.0 kJ/mol
Charge: +1
Gap between HOMO and LUMO: 11.08 eV
LUMO level: -0.123 Eh
Total energy: -9862.264 eV

Positions of all 16 atoms, in Å:
O1 -2.2103 0.3346 0.1607
C1 -1.6264 1.2655 0.6176
C2 -0.1269 1.3701 0.4226
N1 0.5017 0.0259 0.4012
H1 -2.1316 2.0711 1.1701
H2 0.4653 2.0140 1.0631
H3 0.0090 1.7603 -0.5851
H4 1.4772 0.1221 0.0841
H5 0.0810 -0.6385 -0.2869
H6 0.5593 -0.5493 1.2374
H7 -0.4870 -3.0019 -0.9558
H8 -1.2615 -1.8827 -1.7187
O2 -0.7326 -2.0670 -0.9350
H9 3.7738 -1.1161 -0.3832
H10 3.8713 0.3589 0.0342
O3 3.2415 -0.3167 -0.2568

***

The following is a DFT calculation (ωB97M-V/def2-TZVPD) of a 2-piece molecular cluster, C4H9N2O overall in a non-equilibrium geometry.

Summary:
Energy relative to the best compared isomer or geometry (same formula, charge and spin): 721.6 kJ/mol
Charge: +1
Gap between HOMO and LUMO (spin up / spin down): 6.84 / 6.84 eV
LUMO level (spin up / spin down): -0.197 / -0.197 Eh
Total energy: -9308.537 eV

Positions of all 16 atoms, in Å:
C1 -2.5775 -0.1460 -0.4456
C2 2.1300 0.0247 -0.7431
C3 2.7071 0.6844 0.4873
C4 2.3602 -0.7655 0.3473
N1 -3.8259 0.1375 -0.1846
N2 -1.5445 0.4260 0.1568
O1 -0.2702 0.1303 0.1252
H1 -2.3102 -1.0183 -1.2121
H2 1.0487 0.4131 -0.7610
H3 2.4481 -0.1867 -1.7587
H4 3.7641 0.8460 0.4919
H5 2.0473 1.3264 0.8869
H6 2.6613 -1.6762 0.8353
H7 -4.6257 -0.3954 -0.5492
H8 -4.2273 0.9703 0.4276
H9 -1.8414 1.0310 0.9558

***

The following is a DFT calculation (ωB97M-V/def2-TZVPD) of one molecule with the formula C10H11NO in a non-equilibrium geometry.

Summary:
Energy relative to the best compared isomer or geometry (same formula, charge and spin): 266.4 kJ/mol
Charge: 0
Gap between HOMO and LUMO: 8.98 eV
LUMO level: 0.025 Eh
Total energy: -14083.827 eV
SMILES: C[C@@H]1c2ccccc2N[C@H]1C=O

Positions of all 23 atoms, in Å:
C1 -2.9942 -0.1195 -0.3160
C2 -2.7693 -1.4613 -0.0059
C3 -1.8810 0.6934 -0.5149
C4 -1.5031 -1.9200 0.3360
C5 -0.5473 0.2902 -0.0815
C6 -0.4541 -1.0470 0.2944
C7 2.9704 -0.5717 -0.0917
C8 0.7679 0.9344 -0.3498
C9 1.7503 -0.2925 0.6777
C10 0.9308 2.3174 0.1966
N1 0.8444 -1.4370 0.7309
O1 3.2401 -1.6299 -0.6314
H1 -3.9249 0.1608 -0.6454
H2 -3.6685 -2.1783 -0.1099
H3 -1.9944 1.6772 -1.0278
H4 -1.2604 -2.9814 0.3253
H5 3.6998 0.2503 -0.0504
H6 0.7045 0.8870 -1.4535
H7 1.7106 0.4039 1.5953
H8 0.8036 2.4610 1.2250
H9 0.3193 3.1129 -0.3194
H10 2.0410 2.6355 -0.0158
H11 1.2147 -2.1854 0.2323

***

- What is the charge in the sixth record?
  0

***

- Among the records above, which one has the highest total energy?
  C4H9N2O

***

- The highest total energy belongs to which entry?
  C4H9N2O

***

- Number 6 is which compound?
  C10H11NO